C5H10N2O2 | ωB97M-V/def2-TZVPD

For the HOMO energy, the calculation gives -8.255 eV. For the calculated total energy, the calculation gives -456.3587 hartree. As for the multiplicity: 1. For the energy relative to the best compared isomer or geometry (same formula, charge and spin), the calculation gives 122.7 kcal per mole. The net charge is 0.

Each line ends with the Mulliken charge.
CARTESIAN COORDINATES (ANGSTROEM)
C: 1.5987 0.2208 -1.5364  -0.8460
C: -2.6199 -0.2302 -0.4805  0.0023
C: 1.6819 -0.6390 -0.6043  0.7001
C: -2.9912 -0.5451 0.9437  -0.8613
C: 2.4450 0.9020 0.9837  -0.8026
N: -1.9201 0.7822 -0.7183  0.5608
N: -1.2569 1.6845 -0.9613  -0.7087
O: 1.3998 -1.9852 -0.6311  -0.5163
O: 2.1229 -0.3538 0.6674  -0.3724
H: 1.0971 0.0107 -2.4598  0.2938
H: 1.8978 1.2972 -1.5748  0.2609
H: -3.1897 -0.7685 -1.3836  0.2747
H: -4.0221 -0.2596 1.2829  0.2612
H: -2.2031 -0.1883 1.6967  0.2487
H: -2.9273 -1.7292 1.1188  0.2372
H: 2.8960 0.8935 2.0192  0.2421
H: 1.6718 1.7319 0.9338  0.3077
H: 3.3212 1.2664 0.4028  0.3479
H: 0.9982 -2.0904 0.3011  0.3697